# 1
Computed, not measured: a molecular structure, C22H53ClHgN15O6, with the ωB97M-V functional and the def2-TZVPD basis.

Values from the calculation:
LUMO (alpha / beta) in eV: 0.52 / -0.22
2S+1: 2
HOMO (alpha / beta) in eV: -6.067 / -8.300
Energy relative to the best compared isomer or geometry (same formula, charge and spin) in eV: 0.056

Element x y z (Å)
Hg  0.023  0.167  -0.868
C  4.323  3.714  0.975
N  3.317  2.675  1.028
C  2.839  2.339  2.354
C  2.794  2.084  -0.098
N  2.476  0.823  -0.194
C  3.147  -0.147  0.647
C  2.206  -1.093  1.376
N  1.330  -1.887  0.508
C  2.081  -2.688  -0.466
C  2.190  -2.056  -1.850
N  0.862  -1.842  -2.384
C  0.634  -1.969  -3.646
N  1.595  -1.993  -4.649
C  1.625  -3.054  -5.631
C  2.766  -1.153  -4.579
N  -0.653  -2.087  -4.102
C  -1.010  -1.461  -5.374
C  -1.708  -2.187  -3.109
C  0.490  -2.748  1.341
C  -0.731  -3.306  0.619
N  -1.788  -2.315  0.609
C  -3.002  -2.655  0.641
N  -3.547  -3.977  0.590
C  -3.632  -4.712  1.840
C  -3.182  -4.800  -0.549
N  -3.965  -1.589  0.657
C  -4.489  -1.357  -0.691
C  -5.046  -1.790  1.611
N  2.643  2.893  -1.184
C  2.271  4.295  -1.079
C  2.440  2.302  -2.488
H  5.162  3.441  1.623
H  3.932  4.678  1.315
H  4.697  3.822  -0.040
H  2.561  3.255  2.879
H  3.597  1.812  2.944
H  1.944  1.727  2.279
H  3.789  0.311  1.403
H  3.821  -0.743  0.019
H  1.564  -0.514  2.045
H  2.821  -1.763  2.002
H  1.580  -3.650  -0.587
H  3.088  -2.908  -0.080
H  2.781  -2.737  -2.476
H  2.734  -1.111  -1.779
H  0.703  -3.628  -5.583
H  2.464  -3.736  -5.448
H  1.733  -2.647  -6.641
H  3.668  -1.689  -4.260
H  2.585  -0.334  -3.887
H  2.959  -0.726  -5.567
H  -2.090  -1.346  -5.408
H  -0.700  -2.065  -6.228
H  -0.576  -0.465  -5.465
H  -2.611  -2.560  -3.594
H  -1.926  -1.219  -2.649
H  -1.400  -2.880  -2.330
H  0.138  -2.164  2.194
H  1.088  -3.582  1.745
H  -1.038  -4.234  1.108
H  -0.466  -3.546  -0.415
H  -3.891  -4.044  2.659
H  -2.695  -5.223  2.102
H  -4.415  -5.469  1.761
H  -3.112  -4.184  -1.444
H  -3.969  -5.540  -0.711
H  -2.235  -5.341  -0.424
H  -3.671  -1.099  -1.360
H  -5.170  -0.506  -0.657
H  -5.036  -2.229  -1.076
H  -5.685  -0.908  1.592
H  -4.642  -1.888  2.619
H  -5.659  -2.671  1.379
H  2.093  4.568  -0.044
H  1.338  4.462  -1.619
H  3.047  4.938  -1.506
H  2.994  1.369  -2.552
H  2.804  2.997  -3.249
H  1.382  2.092  -2.686
O  0.613  4.638  2.129
Cl  -0.398  3.743  1.649
O  -1.681  4.429  1.591
O  -0.063  3.271  0.325
O  -0.527  2.605  2.538
N  -1.979  0.717  0.715
N  -2.744  1.860  0.409
C  -2.762  2.329  -0.864
N  -2.991  3.638  -0.993
N  -2.596  1.403  -1.811
N  -2.523  1.803  -3.105
O  -2.133  0.950  -3.888
O  -2.847  2.934  -3.477
H  -2.589  -0.090  0.852
H  -1.454  0.932  1.559
H  -2.737  2.580  1.121
H  -2.713  4.229  -0.219
H  -3.035  3.995  -1.933

***

# 2
Computed, not measured: 7 unconnected molecules or ions with the total composition C26H32F7N2O15S2, with the ωB97M-V functional and the def2-TZVPD basis.

Values from the calculation:
LUMO (alpha / beta) in eV: 3.15 / 2.34
2S+1: 2
HOMO (alpha / beta) in eV: -2.793 / -2.742
Net charge: -2

Element x y z (Å)
O  -5.992  -13.566  -34.603
H  -6.776  -14.107  -34.724
H  -6.001  -13.018  -33.815
H  -5.268  -14.195  -34.558
C  -9.050  -17.392  -30.082
C  -8.404  -16.302  -29.656
C  -8.254  -15.161  -30.598
O  -7.695  -14.052  -30.239
C  -8.821  -15.076  -31.831
C  -9.403  -16.213  -32.424
C  -9.482  -17.501  -31.505
O  -9.885  -18.604  -31.941
O  -9.726  -16.365  -33.577
O  -8.080  -16.320  -28.355
H  -9.017  -18.258  -29.438
H  -8.694  -14.264  -32.532
F  -6.113  -11.952  -32.592
C  -7.460  -10.092  -35.074
F  -6.765  -9.556  -34.081
F  -7.769  -9.106  -35.937
F  -6.809  -11.006  -35.773
S  -9.109  -11.010  -34.476
O  -10.077  -10.782  -35.539
O  -8.606  -12.394  -34.289
N  -9.446  -10.296  -32.866
S  -10.334  -9.007  -33.329
O  -9.797  -8.153  -34.388
O  -11.768  -9.319  -33.402
C  -10.254  -7.936  -31.743
F  -10.975  -6.770  -31.875
F  -10.693  -8.761  -30.737
F  -8.979  -7.561  -31.734
C  -4.174  -14.805  -31.604
O  -4.640  -15.254  -32.865
C  -5.471  -16.407  -32.784
C  -5.895  -16.858  -34.238
N  -7.083  -16.062  -34.707
C  -7.256  -16.332  -36.161
C  -8.334  -15.382  -36.765
O  -7.804  -14.177  -37.138
C  -8.625  -13.334  -37.921
H  -4.192  -13.715  -31.599
H  -3.181  -15.231  -31.456
H  -4.879  -15.100  -30.827
H  -6.352  -16.179  -32.183
H  -5.098  -17.243  -32.193
H  -5.983  -17.918  -34.477
H  -5.021  -16.458  -34.752
H  -7.889  -16.119  -34.101
H  -7.636  -17.351  -36.097
H  -6.306  -16.365  -36.695
H  -9.169  -15.234  -36.080
H  -8.760  -15.895  -37.628
H  -8.766  -13.812  -38.891
H  -8.095  -12.392  -38.059
H  -9.450  -13.022  -37.280
C  -3.245  -15.078  -38.365
C  -3.624  -14.670  -37.071
C  -2.678  -13.805  -36.346
C  -1.373  -13.564  -36.815
C  -0.935  -14.180  -38.017
C  -1.944  -14.756  -38.823
O  -1.662  -15.001  -40.112
O  -3.088  -13.212  -35.187
H  -4.019  -15.445  -39.023
H  -4.635  -14.914  -36.783
H  -0.700  -12.932  -36.254
H  0.093  -14.044  -38.320
H  -0.758  -15.308  -40.208
H  -2.402  -12.621  -34.868
C  -3.353  -10.876  -30.191
C  -2.822  -10.356  -29.027
C  -2.098  -9.164  -29.117
C  -1.964  -8.454  -30.336
C  -2.478  -8.959  -31.488
C  -3.132  -10.208  -31.395
O  -3.715  -10.665  -32.539
O  -1.778  -8.542  -27.993
H  -3.953  -11.769  -30.099
H  -2.990  -10.875  -28.095
H  -1.434  -7.515  -30.266
H  -2.338  -8.566  -32.484
H  -4.528  -11.170  -32.613
H  -1.033  -7.953  -28.135

***

# 3
Computed, not measured: C3H7NO2 in the gas phase, with the ωB97M-V functional and the def2-TZVPD basis.

Values from the calculation:
LUMO in eV: 0.76
HOMO in eV: -9.753
SMILES: C[C@@H](O)C(N)=O
Energy relative to the best compared isomer or geometry (same formula, charge and spin) in eV: 0.536

Element x y z (Å)
C  0.562  0.677  1.447
C  -0.390  0.290  0.322
O  -0.642  1.352  -0.594
C  0.087  -0.973  -0.408
N  -0.503  -1.177  -1.614
O  0.896  -1.752  0.066
H  0.221  0.265  2.401
H  0.582  1.766  1.542
H  1.557  0.285  1.244
H  -1.366  0.039  0.749
H  0.206  1.638  -0.962
H  -1.080  -0.468  -2.037
H  -0.130  -1.942  -2.155